ORCA calculation (the ωB97M-V functional and the def2-TZVPD basis) on C37H42IKN8O6PSe2 as an isolated structure.

Last column: Mulliken charge in e.
Cartesian coordinates (Å):
K (0.083062, 0.392824, 0.396626)  0.849
C (-3.641243, 1.989666, -1.460818)  -0.552
C (-3.543168, 2.268306, 0.005157)  0.336
N (-4.122458, 3.342517, 0.457993)  -0.689
C (-4.017359, 3.637439, 1.772249)  -1.018
C (-3.321657, 2.869758, 2.666976)  0.904
C (-3.277097, 3.323040, 4.101136)  -0.983
O (-4.040523, 2.483128, 4.975284)  -0.562
C (-2.666439, 1.694472, 2.208126)  0.510
C (-1.957914, 0.907350, 3.205601)  -1.518
N (-0.943516, 0.133800, 3.028443)  0.362
C (-0.323864, -0.362186, 4.196835)  -0.165
C (-0.291774, 0.363383, 5.395324)  0.102
C (0.379795, -0.100850, 6.510781)  -1.017
C (1.060811, -1.305826, 6.461707)  -0.541
C (1.073855, -2.026101, 5.279536)  -0.677
C (0.402053, -1.557601, 4.160624)  0.127
I (0.606644, -2.660937, 2.408601)  0.261
C (-2.798416, 1.329450, 0.842417)  0.121
O (-2.329029, 0.256414, 0.348250)  -0.606
H (-3.740377, 2.928978, -2.002148)  0.470
H (-4.525247, 1.382881, -1.679491)  0.255
H (-2.767589, 1.457495, -1.827237)  -0.184
H (-4.492005, 4.557624, 2.095660)  0.312
H (-3.643798, 4.353109, 4.161237)  0.369
H (-2.261704, 3.315142, 4.505024)  0.313
H (-4.892677, 2.349082, 4.545537)  0.389
H (-2.345622, 1.051202, 4.216076)  1.162
H (-0.773197, 1.329591, 5.439580)  0.382
H (0.387204, 0.496951, 7.413123)  0.391
H (1.601560, -1.671031, 7.323674)  0.388
H (1.626146, -2.954183, 5.214744)  0.390
O (8.351938, -0.009969, 0.850470)  -0.612
N (7.419292, -0.056403, 1.625888)  0.975
O (7.550699, -0.052025, 2.836108)  -0.598
C (6.051736, -0.175899, 1.056494)  0.026
C (5.992084, -0.717018, -0.178015)  -0.656
C (4.726924, -0.972604, -0.789518)  1.284
C (4.643114, -1.470645, -2.104791)  -1.030
C (3.407615, -1.667213, -2.648240)  -0.920
C (2.280507, -1.407863, -1.846745)  -0.684
N (2.330843, -0.957553, -0.616135)  0.535
C (3.546077, -0.705207, -0.086509)  -0.528
C (3.628826, -0.066496, 1.223064)  -0.250
N (2.466959, 0.286685, 1.808658)  0.748
C (2.509448, 1.014032, 2.895777)  -0.353
C (3.700765, 1.418055, 3.508232)  -1.245
C (4.890845, 1.014144, 2.970079)  -0.642
C (4.882634, 0.238209, 1.794274)  0.424
H (6.903377, -0.972742, -0.698797)  0.510
H (5.551511, -1.655913, -2.663873)  0.397
H (3.259238, -1.983797, -3.670910)  0.526
H (1.299918, -1.522945, -2.295217)  0.668
H (1.556766, 1.315211, 3.315693)  0.489
H (3.669806, 2.041103, 4.391358)  0.451
H (5.821229, 1.300543, 3.426145)  0.481
O (2.170715, 1.397349, -5.549051)  -0.580
C (1.261973, 2.399175, -5.125652)  -1.424
C (0.789147, 2.313392, -3.660887)  2.488
C (0.194088, 3.696138, -3.324877)  -1.515
O (1.169072, 4.709726, -3.163827)  -0.653
C (1.995902, 2.009863, -2.760856)  -1.267
Se (1.873197, 2.561592, -0.853555)  -0.395
C (-0.374802, 1.326920, -3.470369)  -0.172
Se (-0.271105, -0.480557, -4.304988)  -0.483
H (1.714900, 0.546576, -5.394549)  0.283
H (0.378537, 2.411156, -5.782901)  0.211
H (1.788564, 3.349771, -5.252261)  0.540
H (-0.414301, 3.610319, -2.413626)  0.434
H (-0.463320, 4.015377, -4.141980)  0.578
H (1.608096, 4.489570, -2.318650)  0.290
H (2.867995, 2.515848, -3.178569)  0.578
H (2.204089, 0.940310, -2.830599)  -0.106
H (-1.283249, 1.792480, -3.865465)  0.638
H (-0.539681, 1.187331, -2.396862)  -0.672
C (-2.571094, -4.810996, -1.339177)  -0.844
N (-3.277835, -3.701933, -0.566241)  0.178
C (-4.371548, -3.137135, -1.469956)  -0.777
N (-3.833523, -2.682135, -2.692747)  0.175
C (-3.126377, -3.756741, -3.376051)  -0.996
N (-2.055014, -4.338268, -2.568988)  0.158
C (-0.947213, -3.383661, -2.379433)  -1.154
P (-1.429508, -1.785357, -1.564773)  1.369
C (-2.307022, -2.626628, -0.140188)  -1.112
C (-2.993425, -1.489307, -2.520017)  -1.429
H (-3.326956, -5.585138, -1.505761)  0.359
H (-1.779135, -5.186636, -0.689344)  0.378
H (-3.715460, -4.103974, 0.262131)  0.324
H (-4.844205, -2.326018, -0.914185)  0.396
H (-5.076557, -3.959573, -1.629814)  0.328
H (-2.694768, -3.360278, -4.294544)  0.451
H (-3.843635, -4.548176, -3.620240)  0.286
H (-0.522230, -3.138377, -3.350794)  0.576
H (-0.171367, -3.872778, -1.782490)  0.396
H (-2.861966, -1.868446, 0.414259)  0.289
H (-1.602246, -3.107586, 0.539590)  0.161
H (-2.699815, -1.105492, -3.497670)  0.527
H (-3.565530, -0.726280, -1.994164)  0.307

Atoms 1-3, force components in eV/Å:
0.638 0.006 -0.054
-0.047 0.025 -0.138
0.193 -0.226 0.027

Output
Kohn-Sham gap in Ha: 0.1650
Charge: -1
LUMO level in eV: 1.0343
E_tot in Ha: -8366.4495